{
  "formula": "C18H57O23P5",
  "method": "ωB97M-V with the def2-TZVPD basis set",
  "e_above_lowest_kj_mol": 0.0,
  "homo_ev": -10.09,
  "gap_ev": 10.51,
  "total_energy_ev": -113137.1744,
  "species": ["C", "O", "P", "O", "O", "C", "O", "C", "H", "H", "H", "H", "H", "H", "H", "H", "H", "C", "O", "P", "O", "O", "C", "O", "C", "H", "H", "H", "H", "H", "H", "H", "H", "H", "C", "O", "P", "O", "O", "C", "O", "C", "H", "H", "H", "H", "H", "H", "H", "H", "H", "C", "O", "P", "O", "O", "C", "O", "C", "H", "H", "H", "H", "H", "H", "H", "H", "H", "C", "O", "P", "O", "O", "C", "O", "C", "H", "H", "H", "H", "H", "H", "H", "H", "H", "C", "O", "H", "H", "H", "H", "C", "O", "H", "H", "H", "H", "C", "O", "H", "H", "H", "H"],
  "xyz": [[1.125098, 1.386414, -3.148019], [0.280176, 1.500118, -4.293405], [0.419815, 0.700891, -5.643615], [-0.495106, -0.428209, -5.773552], [0.201304, 1.821613, -6.738778], [-0.692447, 2.915396, -6.486964], [1.948113, 0.354379, -5.824180], [2.252093, -0.764118, -6.671710], [1.997294, 0.764559, -3.339793], [0.572687, 0.927247, -2.328248], [1.423343, 2.383200, -2.832976], [-1.670292, 2.617840, -6.112017], [-0.917199, 3.313914, -7.479721], [-0.187923, 3.688655, -5.917435], [3.171060, -1.209883, -6.292916], [2.438358, -0.418829, -7.689417], [1.480311, -1.529036, -6.698284], [4.422326, 3.841858, 2.575112], [3.541373, 3.071117, 3.413594], [2.006922, 3.393384, 3.406373], [1.380876, 3.533197, 2.092236], [1.987467, 4.683482, 4.313102], [0.779409, 5.410418, 4.456344], [1.401018, 2.261795, 4.317527], [0.442018, 1.358910, 3.754864], [5.112926, 4.391338, 3.206224], [3.850952, 4.559677, 1.982087], [4.897859, 3.153734, 1.882920], [0.647573, 5.748086, 5.487830], [-0.106159, 4.869981, 4.129807], [0.848484, 6.366953, 3.927456], [0.604020, 0.352019, 4.131401], [0.388168, 1.385130, 2.670146], [-0.556114, 1.647899, 4.101641], [-1.221109, 6.033585, -4.038009], [-2.191555, 5.042783, -4.368073], [-3.011841, 4.387987, -3.188764], [-3.451120, 5.327749, -2.156049], [-2.094164, 3.205320, -2.719883], [-2.493681, 2.422069, -1.591889], [-4.175152, 3.635175, -3.945765], [-5.393575, 4.302710, -4.242682], [-1.053474, 6.168197, -2.970610], [-1.541445, 6.994325, -4.443763], [-0.275235, 5.777115, -4.516407], [-2.560894, 1.373463, -1.884642], [-3.439480, 2.766893, -1.179918], [-1.724669, 2.453761, -0.819090], [-5.315646, 5.386003, -4.123276], [-6.211595, 3.968074, -3.608236], [-5.641649, 4.127580, -5.289036], [6.549044, -3.179582, 2.150001], [5.260718, -2.621265, 1.933514], [4.547492, -1.811935, 3.095877], [5.362780, -0.751989, 3.693536], [4.031111, -2.889215, 4.145558], [4.900951, -3.304583, 5.192992], [3.196533, -1.409852, 2.436857], [3.129881, -0.228299, 1.629102], [7.253162, -2.447383, 2.541199], [6.916254, -3.523659, 1.182285], [6.477979, -4.080466, 2.762957], [4.342458, -3.291887, 6.126061], [5.768791, -2.652377, 5.310324], [5.291169, -4.305959, 4.999910], [3.747140, -0.341580, 0.733420], [3.458553, 0.653572, 2.176394], [2.101207, -0.134373, 1.289674], [-4.498578, -6.208257, 0.051985], [-3.541912, -5.654488, 0.987627], [-3.684050, -4.159678, 1.482126], [-4.304045, -3.180302, 0.598660], [-4.297212, -4.286987, 2.947644], [-5.728111, -4.290080, 3.059046], [-2.203811, -3.801686, 1.955475], [-1.042565, -4.421380, 1.430256], [-4.076394, -6.216909, -0.947275], [-5.418120, -5.625193, 0.053624], [-4.711105, -7.203010, 0.431462], [-6.003388, -5.179467, 3.624587], [-6.234973, -4.340702, 2.094369], [-6.057624, -3.390555, 3.572322], [-0.183059, -3.764398, 1.551684], [-1.026480, -4.761326, 0.393034], [-0.839462, -5.321698, 2.017318], [-0.900224, -1.185467, -0.079224], [-0.387406, -0.639474, 1.119982], [-0.503023, -2.189240, -0.283642], [-1.982141, -1.362759, -0.030198], [-0.720031, -0.543640, -0.936230], [-0.839611, -1.059319, 1.863209], [1.045059, -2.190182, -3.407391], [1.425485, -3.293871, -2.600591], [0.556125, -2.478502, -4.344113], [0.374482, -1.541120, -2.844364], [1.946396, -1.672993, -3.735650], [0.628010, -3.686660, -2.237359], [-1.986518, -1.784895, 5.231344], [-2.041275, -1.778811, 3.806804], [-3.000690, -1.853419, 5.638064], [-1.340946, -2.583399, 5.593665], [-1.622636, -0.807682, 5.544999], [-2.334905, -2.647543, 3.505549]],
  "forces_ev_per_angstrom": [[-0.04, -0.18, 0.35], [0.53, 0.11, 0.08], [-0.77, 0.37, -0.19], [-0.07, -0.44, 0.05], [-0.09, 0.20, 0.33], [-0.23, 0.20, -1.39], [-0.04, -0.37, 0.12], [0.79, -0.27, -0.29], [0.06, 0.13, -0.16], [-0.14, 0.02, -0.08], [0.05, 0.04, -0.13], [0.28, -0.18, 0.60], [0.19, 0.13, 0.07], [-0.19, -0.11, 0.36], [-0.02, 0.06, 0.04], [-0.08, 0.13, 0.06], [-0.24, 0.21, 0.24], [-0.64, 0.15, -0.18], [0.41, -0.20, -0.02], [0.16, -0.07, -0.06], [-0.17, 0.11, -0.25], [-0.04, 0.23, 0.29], [-0.36, 1.26, 0.30], [0.02, -0.16, -0.13], [-1.14, -0.15, 0.22], [0.21, -0.20, 0.01], [0.01, -0.02, 0.02], [0.31, 0.01, 0.15], [0.15, -0.63, 0.14], [0.07, -0.12, -0.07], [0.03, -0.37, -0.45], [0.43, 0.01, -0.09], [0.42, -0.04, -0.03], [0.12, 0.11, 0.07], [0.49, 0.66, -0.30], [0.11, -0.14, 0.05], [-0.41, 0.19, 0.14], [-0.01, 0.02, 0.11], [0.30, -0.10, -0.05], [0.19, -0.53, 0.38], [0.02, -0.28, 0.00], [-0.40, 0.75, -0.43], [-0.20, -0.26, 0.06], [-0.11, -0.08, 0.02], [-0.07, -0.16, 0.04], [-0.23, 0.13, -0.27], [-0.01, -0.01, 0.02], [0.00, 0.38, -0.06], [0.17, -0.07, 0.15], [0.17, -0.26, 0.09], [0.03, -0.24, 0.06], [0.28, -0.45, -0.53], [-0.08, 0.00, -0.17], [0.15, 0.09, 0.63], [0.21, 0.00, -0.14], [0.03, -0.05, -0.27], [0.45, -0.08, 0.38], [-0.39, 0.01, -0.06], [-0.01, 0.17, -0.67], [-0.10, -0.01, 0.24], [-0.08, 0.18, -0.04], [0.04, 0.21, 0.29], [-0.06, -0.09, -0.04], [-0.19, 0.22, -0.11], [-0.28, -0.06, -0.05], [0.11, -0.08, 0.12], [-0.08, -0.07, 0.16], [-0.07, 0.03, 0.26], [-0.04, 0.12, 0.52], [-0.15, 0.11, -0.56], [0.95, 0.24, 1.06], [-0.36, -0.31, -0.28], [-0.35, 0.29, -0.42], [-0.24, -0.28, 0.16], [-0.36, -0.18, -0.83], [1.31, -0.96, 0.43], [0.06, -0.10, -0.02], [0.03, 0.04, -0.10], [0.01, -0.13, -0.28], [-0.02, 0.11, 0.11], [0.17, 0.12, -0.07], [0.06, 0.01, 0.05], [-0.24, 0.28, 0.14], [-0.80, 0.41, -0.11], [-0.02, 0.07, 0.04], [-0.82, -0.91, 0.13], [0.06, 0.09, -0.20], [0.41, 0.20, -0.09], [-0.03, 0.33, 0.10], [0.30, 0.23, 0.14], [-0.05, 0.04, 0.08], [-0.18, -0.19, -0.38], [0.21, -0.12, -0.04], [-0.22, -0.16, 0.21], [0.09, 0.32, -0.18], [0.08, 0.13, 0.42], [0.00, -0.01, -0.05], [-0.47, 0.42, -0.47], [0.16, 0.09, 0.13], [0.10, -0.32, 0.14], [-0.01, 0.03, 0.22], [0.30, -0.10, -0.01], [0.10, 0.14, -0.01]]
}

{
  "formula": "C18H58B3FeN2O6",
  "method": "ωB97M-V with the def2-TZVPD basis set",
  "e_above_lowest_kj_mol": 611.6,
  "homo_ev": [-4.65, -4.53],
  "spin_multiplicity": 5,
  "gap_ev": [7.16, 7.04],
  "total_charge": -1,
  "total_energy_ev": -71277.5925,
  "s_squared": 6.01,
  "species": ["Fe", "B", "H", "H", "H", "H", "B", "H", "H", "H", "H", "B", "H", "H", "H", "H", "C", "C", "C", "O", "H", "H", "H", "H", "H", "H", "H", "H", "C", "C", "C", "O", "H", "H", "H", "H", "H", "H", "H", "H", "C", "O", "C", "C", "N", "C", "C", "O", "C", "H", "H", "H", "H", "H", "H", "H", "H", "H", "H", "H", "H", "H", "H", "H", "C", "O", "C", "C", "N", "C", "C", "O", "C", "H", "H", "H", "H", "H", "H", "H", "H", "H", "H", "H", "H", "H", "H", "H"],
  "xyz": [[-18.366700, 16.600460, -15.771500], [-18.695960, 14.664910, -16.356800], [-18.849410, 15.238560, -17.257700], [-18.982330, 13.642870, -16.550860], [-17.637650, 14.727260, -16.155960], [-19.315700, 14.996360, -15.538080], [-16.729420, 18.055220, -16.278230], [-16.666580, 19.003040, -16.790020], [-17.266510, 18.230920, -15.359050], [-17.278000, 17.344210, -16.876380], [-15.761670, 17.656690, -16.015810], [-20.172340, 17.926200, -17.039530], [-19.961480, 16.934320, -16.670820], [-21.023340, 17.790320, -17.688810], [-20.517110, 18.694370, -16.364770], [-19.359950, 18.272390, -17.659550], [-15.276470, 20.999690, -14.500490], [-14.178520, 20.064580, -14.023210], [-13.690040, 20.347370, -12.566400], [-14.666700, 18.770010, -14.124510], [-15.019810, 22.033600, -14.731280], [-16.241340, 21.105830, -14.004650], [-15.491290, 20.676030, -15.518910], [-13.373640, 20.128760, -14.755430], [-14.453020, 20.002970, -11.868290], [-13.632230, 21.384920, -12.237400], [-12.732080, 19.881530, -12.335270], [-15.111830, 18.507540, -14.933560], [-14.249540, 17.976960, -20.352000], [-13.715110, 18.363240, -19.008920], [-12.229090, 18.698370, -19.087150], [-14.358160, 19.416270, -18.476930], [-14.187240, 16.889200, -20.320190], [-13.686620, 18.232880, -21.249620], [-15.333610, 18.040080, -20.446350], [-13.827970, 17.510010, -18.340080], [-11.956350, 18.739790, -18.032640], [-11.984370, 19.516280, -19.764830], [-11.622090, 17.844160, -19.387100], [-15.122680, 19.200950, -17.937730], [-18.819370, 21.749370, -17.288820], [-19.015520, 20.615810, -18.195920], [-17.858190, 20.460160, -18.984170], [-17.973980, 19.098210, -19.673140], [-19.379210, 19.079230, -20.225490], [-19.675410, 17.698320, -20.654160], [-21.104000, 17.426600, -20.976650], [-21.893180, 18.189010, -20.029840], [-23.328280, 18.152850, -20.360480], [-18.538910, 22.566180, -17.953860], [-17.988430, 21.718260, -16.584080], [-19.714820, 22.065210, -16.753550], [-16.959780, 20.386410, -18.371380], [-17.659690, 21.228150, -19.731760], [-17.781720, 18.331660, -18.922450], [-17.219640, 19.115060, -20.459760], [-19.371930, 19.571500, -21.107370], [-19.378880, 17.064730, -19.818250], [-19.087860, 17.439340, -21.534960], [-21.203650, 16.343070, -20.912250], [-21.281290, 17.743260, -22.004460], [-23.483150, 17.763260, -21.366630], [-23.733130, 19.159560, -20.256920], [-23.894030, 17.390890, -19.824340], [-15.991720, 15.647720, -13.897200], [-17.352090, 15.978830, -14.025300], [-17.966540, 15.837160, -12.766760], [-19.533960, 16.011070, -13.053750], [-19.711830, 17.243620, -13.930140], [-19.298990, 18.486210, -13.284640], [-20.261380, 18.850110, -12.142920], [-21.561590, 18.611540, -12.527360], [-22.520820, 19.147590, -11.560740], [-15.729310, 14.647050, -13.553850], [-15.525900, 16.298430, -13.157130], [-15.472400, 15.936930, -14.810860], [-17.613750, 16.738920, -12.266290], [-17.816000, 14.890580, -12.247710], [-20.091780, 16.007410, -12.117310], [-19.932190, 15.165720, -13.614920], [-20.698530, 17.423330, -14.049400], [-19.418050, 19.264820, -14.038100], [-18.280040, 18.545760, -12.902170], [-20.184490, 19.914470, -11.920810], [-20.083640, 18.259000, -11.244540], [-22.994100, 20.093060, -11.825710], [-22.118950, 19.250420, -10.552760], [-23.293300, 18.378650, -11.571310]],
  "forces_ev_per_angstrom": [[-1.76, 1.06, 0.13], [-0.13, -1.82, -0.74], [-0.88, 2.21, -3.34], [-0.85, -3.68, -0.71], [4.21, 0.08, 1.14], [-2.36, 1.27, 3.03], [0.65, 0.30, -0.08], [0.16, 3.33, -2.01], [-2.15, 0.93, 3.71], [-1.39, -2.50, -3.15], [3.70, -1.63, 0.66], [0.51, 0.43, -0.19], [0.41, -3.63, 1.86], [-3.10, -0.91, -2.49], [-0.89, 2.85, 3.28], [2.80, 1.26, -2.00], [-0.27, 1.07, -1.53], [-0.45, 1.15, 0.26], [-0.56, -0.32, -0.23], [0.46, -1.47, 2.18], [0.79, 0.25, 0.53], [0.18, -0.75, 0.60], [-0.42, -0.36, -0.05], [0.49, 0.55, 0.18], [-0.03, -0.66, -0.08], [0.26, 0.38, -0.87], [-0.11, -0.19, -0.04], [-0.23, 0.49, -0.65], [-0.62, -2.35, -0.54], [1.17, -1.15, -0.91], [0.09, -1.28, 0.78], [-0.85, 3.12, 1.07], [0.34, -0.46, -0.40], [-0.18, 0.70, 0.13], [0.08, 0.87, -0.11], [0.08, -0.30, 0.10], [0.47, 1.20, -0.05], [-0.12, 0.32, 0.55], [-0.26, -0.29, -0.55], [-0.25, -0.47, 0.10], [0.05, -0.01, -1.74], [0.75, 2.03, 1.65], [0.22, -1.50, 0.40], [-1.41, 1.85, -0.37], [1.13, -1.77, -0.44], [0.90, 0.32, 1.15], [-0.36, 1.19, 0.94], [-1.89, -1.08, -1.65], [1.63, -0.63, -0.22], [-0.09, 0.59, -0.01], [0.14, -0.92, 0.15], [-0.23, -0.66, -0.22], [0.14, 0.38, 0.29], [-0.48, 0.61, -0.09], [-0.41, -0.17, -0.35], [0.22, -0.48, -0.20], [0.15, 0.78, -0.01], [0.01, -0.09, -0.01], [0.32, -0.42, -0.22], [-0.65, -0.18, 0.09], [-0.56, 0.15, -0.22], [0.23, 0.57, -0.59], [-0.04, -0.19, 0.14], [0.17, 0.25, 0.97], [1.51, 1.19, -0.14], [1.04, -1.68, 0.83], [-3.11, 1.47, -1.00], [1.23, 0.70, -0.34], [1.16, -1.27, 1.47], [-0.89, 0.83, 0.41], [1.03, 0.35, 0.13], [-2.22, 0.75, 0.49], [0.07, -1.39, -0.95], [-0.69, -0.44, -0.42], [-0.08, 0.34, 0.31], [-0.26, -0.50, -0.14], [-0.03, -0.45, 1.12], [0.47, 0.03, -0.13], [0.04, 0.44, 0.28], [0.32, 0.02, -0.10], [-0.30, -0.55, -0.81], [0.19, -0.03, -0.21], [0.08, -0.36, -0.28], [0.55, 0.20, 0.27], [0.45, 0.00, 0.38], [0.41, 0.15, -0.48], [0.31, -0.19, -0.04], [-0.22, 0.20, 0.34]]
}